# 1
The following is a DFT calculation (wB97M-V/def2-TZVPD) of a 2-piece molecular cluster, C18H18BrCl2NO2S overall at a distorted geometry.

Last column: Mulliken charge in e.
Geometry (Å):
C1 4.8883 -1.3249 0.5103  -0.882
C2 4.3391 -0.7649 -0.9292  0.419
O1 3.4820 -1.7788 -1.6273  -0.528
C3 3.6450 0.7195 -0.8806  -0.535
C4 2.2713 0.8172 0.0097  0.527
C5 2.1637 0.7241 1.6490  -0.140
C6 0.7346 0.8726 2.5053  -0.571
C7 -0.6212 1.1303 1.6162  0.177
C8 -0.6286 1.2441 -0.0271  0.330
C9 0.8314 1.0774 -0.7985  -0.631
N1 -1.8373 1.5210 -0.8935  -0.279
C10 -3.0854 0.8162 -0.4106  0.344
C11 -4.1803 0.1943 -1.5012  -0.585
C12 -5.5880 -0.5775 -1.0319  0.454
C13 -6.6272 -1.1861 -2.1818  -0.282
C14 -7.7389 -2.2398 -1.5449  -0.045
O2 -7.4057 -3.4559 -1.0569  -0.462
C15 -5.9053 -0.7438 0.5819  -0.351
C16 -4.8796 -0.1238 1.7039  -0.158
Br1 -5.2449 -0.3058 3.6951  -0.164
C17 -3.5162 0.6292 1.1881  0.152
S1 -2.3101 1.3402 2.4652  -0.214
H1 4.4615 -2.3970 0.8082  0.365
H2 4.7298 -0.6063 1.4202  0.091
H3 6.0679 -1.4857 0.4266  0.169
H4 5.2991 -0.6588 -1.6310  0.193
H5 3.2656 -2.5375 -1.0090  0.306
H6 3.3297 0.9738 -2.0036  0.305
H7 4.3766 1.5933 -0.5642  0.139
H8 3.1290 0.5766 2.3089  0.056
H9 0.6921 0.8115 3.6846  0.287
H10 0.8557 1.1457 -1.9675  0.034
H11 -1.6538 1.3809 -1.9110  0.347
H12 -4.0302 0.2772 -2.6786  0.118
H13 -7.1416 -0.3320 -2.8097  0.296
H14 -6.0004 -1.8304 -2.9636  0.275
H15 -8.8825 -1.9364 -1.5604  0.269
H16 -6.8730 -1.3102 0.9844  0.177
C18 7.2061 1.4370 1.3227  0.015
Cl1 6.1244 2.2769 2.4407  -0.147
Cl2 7.0948 2.1199 -0.3040  -0.152
H17 8.2339 1.5357 1.6804  0.347
H18 6.9284 0.3808 1.2850  -0.068

Computed properties:
E_HOMO = -7.55 eV
Largest force on an atom = 0.1685 hartree/bohr
E_tot = -4793.8103 a.u.
2S+1 = 1
Total charge = 0
Structure (SMILES) = C[C@@H](O)Cc1ccc2c(c1)Nc1cc(CC=O)cc(Br)c1S2.ClCCl

# 2
The following is a DFT calculation (wB97M-V/def2-TZVPD) of C18H18CdCl6NSi as an isolated structure.

Last column: Mulliken charge in e.
Geometry (Å):
Cd1 0.8588 0.1466 0.5855  0.520
N1 -2.0203 -2.0351 0.8038  0.087
C1 -1.5163 -1.6558 1.7787  -0.398
H1 -2.4378 -2.2844 -0.0797  0.324
Cl1 -4.1545 -3.7363 -2.7345  -0.271
C2 -3.0076 -2.4616 -2.3690  0.146
C3 -3.4611 -1.2031 -2.0071  -0.831
C4 -2.5456 -0.1979 -1.7291  -0.158
C5 -1.1556 -0.4048 -1.7989  0.877
C6 -0.2006 0.6214 -1.4090  -2.427
C7 -0.7436 -1.6918 -2.2031  -0.066
C8 -1.6425 -2.7039 -2.4803  -0.759
H2 -4.5246 -1.0117 -1.9423  0.367
H3 -2.9152 0.7770 -1.4330  0.290
H4 -0.6494 1.6136 -1.3740  0.481
H5 0.6894 0.6304 -2.0408  0.778
H6 0.3192 -1.9001 -2.2625  0.443
H7 -1.2911 -3.6853 -2.7705  0.401
Cl2 1.2500 -3.4388 0.5134  -0.190
C9 2.5367 -2.5713 -0.2867  1.434
C10 2.5163 -1.1870 -0.2231  -2.354
C11 3.5614 -0.5525 -0.8773  1.667
Cl3 3.5962 1.1980 -0.8498  -0.219
C12 4.5733 -1.2224 -1.5601  -0.503
Cl4 5.8452 -0.3674 -2.3555  -0.201
C13 4.5446 -2.6145 -1.5991  0.714
Cl5 5.7752 -3.4840 -2.4426  -0.209
C14 3.5168 -3.2995 -0.9567  -0.372
Cl6 3.4742 -5.0252 -1.0073  -0.204
C15 -0.8558 3.5757 3.8670  -1.028
Si1 -0.5502 2.5643 2.2960  0.352
C16 -2.2290 1.9176 1.7427  -0.513
C17 0.0819 3.7770 0.9978  -1.017
C18 0.6447 1.1889 2.5027  -1.160
H8 -1.5682 4.3883 3.6975  0.263
H9 0.0762 4.0155 4.2318  0.265
H10 -1.2540 2.9387 4.6612  0.265
H11 -2.9583 2.7255 1.6364  0.332
H12 -2.6205 1.1976 2.4664  0.281
H13 -2.1438 1.4019 0.7835  -0.205
H14 -0.5937 4.6272 0.8704  0.280
H15 0.1929 3.2833 0.0292  0.314
H16 1.0628 4.1678 1.2829  0.286
H17 0.2945 0.4393 3.2172  0.422
H18 1.6292 1.5387 2.8277  0.493

Computed properties:
E_HOMO = -4.37 eV
Largest force on an atom = 0.0028 hartree/bohr
E_tot = -3969.8899 a.u.
Relative energy (zero: lowest compared OMol25 entry of this formula, charge and spin) = 10.4 kcal/mol
2S+1 = 1
Total charge = -1

# 3
The following is a DFT calculation (wB97M-V/def2-TZVPD) of C18H18Cl3N3OPtS3 as an isolated structure.

Last column: Mulliken charge in e.
Geometry (Å):
Pt1 0.5378 -0.6512 0.9716  1.054
C1 2.9911 -0.8498 -1.5542  -1.048
C2 3.4122 -1.0244 -0.1338  0.616
N1 2.5958 -1.0182 0.8986  0.000
C3 3.2368 -1.2212 2.1085  -0.031
C4 4.5688 -1.3922 1.9837  -0.277
S1 5.0245 -1.2891 0.3404  -0.102
C5 2.3792 -1.2467 3.2924  0.132
C6 2.6966 -1.4010 4.5948  -0.277
S2 1.2814 -1.3700 5.5501  -0.081
C7 0.3045 -1.1500 4.1732  0.477
N2 1.0180 -1.1123 3.0696  -0.345
C8 -1.1809 -1.0527 4.2366  -0.847
H1 1.9137 -0.7033 -1.6089  0.160
H2 3.2521 -1.7311 -2.1403  0.390
H3 3.4842 0.0102 -2.0072  0.339
H4 5.2981 -1.5687 2.7587  0.442
H5 3.6726 -1.5169 5.0394  0.443
H6 -1.5166 -0.8045 5.2412  0.447
H7 -1.6234 -2.0113 3.9594  0.260
H8 -1.5370 -0.2980 3.5377  0.112
Cl1 -0.5017 4.6506 -0.5455  -0.054
C9 0.3499 3.9709 0.8345  0.763
Cl2 1.8950 4.7652 1.0905  -0.059
Cl3 -0.6439 4.0170 2.2818  -0.064
C10 0.6198 2.5508 0.5396  -0.185
N3 0.8508 1.4566 0.2926  -0.395
C11 -1.4240 1.4379 -5.3764  -1.422
C12 -1.5964 0.7381 -4.0570  0.711
C13 -1.6822 -0.6501 -3.9884  -0.721
C14 -1.8825 -1.2979 -2.7777  -0.671
C15 -2.0111 -0.5347 -1.6262  0.533
C16 -1.9165 0.8544 -1.6589  -0.276
C17 -1.7021 1.4763 -2.8736  -0.828
S3 -2.3144 -1.3700 -0.1033  0.378
C18 -3.9957 -0.9003 0.2300  -1.088
O1 -1.5516 -0.5499 0.9890  -0.617
H9 -1.1892 0.7364 -6.1736  0.389
H10 -0.6358 2.1896 -5.3278  0.362
H11 -2.3463 1.9559 -5.6457  0.334
H12 -1.5892 -1.2339 -4.8957  0.387
H13 -1.9455 -2.3798 -2.7354  0.462
H14 -2.0196 1.4328 -0.7474  0.629
H15 -1.6298 2.5571 -2.9128  0.366
H16 -4.0795 0.1837 0.1762  0.335
H17 -4.2481 -1.2716 1.2222  0.435
H18 -4.6200 -1.3825 -0.5222  0.433

Computed properties:
E_HOMO (alpha / beta) = -14.56 / -14.56 eV
Largest force on an atom = 0.0109 hartree/bohr
E_tot = -3630.0772 a.u.
Relative energy (zero: lowest compared OMol25 entry of this formula, charge and spin) = 0.0 kcal/mol
2S+1 = 3
Total charge = +2

# 4
The following is a DFT calculation (wB97M-V/def2-TZVPD) of a 18-piece molecular cluster, C18H18Cl54 overall at a distorted geometry.

Last column: Mulliken charge in e.
Geometry (Å):
C1 -2.0343 -13.1214 14.5013  0.199
Cl1 -3.3534 -13.3270 13.2722  -0.124
Cl2 -2.7802 -12.5013 15.9868  -0.043
Cl3 -0.7713 -12.0179 13.9234  -0.139
H1 -1.6413 -14.0831 14.7594  0.084
C2 0.9875 -19.8266 23.0649  -0.335
Cl4 -0.3421 -19.7813 21.8691  0.033
Cl5 0.3882 -20.6884 24.5115  -0.121
Cl6 1.5867 -18.2133 23.4267  0.032
H2 1.7607 -20.3651 22.5634  0.339
C3 2.9700 -17.4844 19.8141  0.203
Cl7 1.4589 -16.5318 20.0583  0.177
Cl8 2.7298 -19.1723 20.0577  -0.104
Cl9 4.2112 -16.8101 20.8856  -0.106
H3 3.2475 -17.4078 18.7678  -0.086
C4 -4.5424 -21.6009 22.4920  0.651
Cl10 -5.6072 -23.0193 22.2634  -0.138
Cl11 -2.9596 -22.0152 23.0833  -0.082
Cl12 -5.3480 -20.4553 23.5891  -0.117
H4 -4.3300 -21.1763 21.5089  -0.364
C5 -6.1217 -13.5319 20.3043  -0.231
Cl13 -6.1835 -14.9671 21.4112  -0.048
Cl14 -7.4123 -13.6397 19.0597  -0.099
Cl15 -4.5092 -13.4966 19.4828  -0.009
H5 -6.2205 -12.6081 20.8762  0.360
C6 -0.6597 -18.4640 12.0529  -0.122
Cl16 1.0806 -18.9977 11.8128  -0.139
Cl17 -0.7359 -17.7833 13.7057  -0.014
Cl18 -1.6626 -19.9565 11.9476  -0.099
H6 -0.9100 -17.7281 11.2819  0.374
C7 -5.3993 -16.5769 15.5967  0.747
Cl19 -4.0271 -16.6827 14.5127  -0.059
Cl20 -6.7386 -17.5490 14.9788  -0.116
Cl21 -5.9543 -14.9144 15.7709  -0.101
H7 -5.1086 -16.8039 16.5928  -0.529
C8 -4.0700 -21.5699 17.3056  -0.192
Cl22 -5.5463 -22.1028 16.5159  -0.111
Cl23 -3.9222 -22.2249 18.9549  -0.070
Cl24 -4.0023 -19.7773 17.4229  0.055
H8 -3.2251 -21.9143 16.7454  0.338
C9 1.4206 -12.4053 19.9713  0.632
Cl25 1.1200 -11.2584 18.6994  -0.107
Cl26 -0.0655 -12.6013 20.9341  0.008
Cl27 2.7315 -11.9026 20.9961  -0.119
H9 1.6414 -13.3370 19.5363  -0.399
C10 -4.8132 -12.7595 24.3953  -0.095
Cl28 -4.9749 -14.3705 25.1002  -0.076
Cl29 -6.4918 -12.1537 24.0335  -0.126
Cl30 -3.9068 -12.8332 22.8346  0.004
H10 -4.3028 -12.0746 25.0494  0.332
C11 -6.3929 -18.3316 20.2138  -0.402
Cl31 -6.9241 -20.0380 19.9598  -0.082
Cl32 -6.6372 -17.4630 18.6537  -0.021
Cl33 -4.6792 -18.2250 20.6745  0.116
H11 -7.0247 -17.8274 20.9559  0.419
C12 3.0574 -14.9057 24.4743  -0.055
Cl34 1.6606 -14.9547 23.3158  0.054
Cl35 2.4193 -14.4490 26.0226  -0.089
Cl36 4.2735 -13.7504 23.8990  -0.117
H12 3.4906 -15.8713 24.6015  0.284
C13 2.0162 -19.8452 15.4593  -0.062
Cl37 3.3110 -20.6776 16.4169  -0.147
Cl38 1.4845 -18.4403 16.3983  0.062
Cl39 0.6705 -20.9326 15.2244  -0.079
H13 2.4227 -19.4913 14.5281  0.243
C14 -0.4652 -11.3836 24.7362  0.524
Cl40 -1.7542 -10.1324 24.5081  -0.165
Cl41 -0.3785 -11.7447 26.4690  -0.113
Cl42 1.0350 -10.8537 24.0616  -0.083
H14 -0.7095 -12.2220 24.0867  -0.227
C15 -2.0178 -16.5293 25.9155  -0.248
Cl43 -1.1656 -15.0371 25.4570  0.068
Cl44 -1.0345 -17.4816 27.0012  -0.110
Cl45 -2.3675 -17.4439 24.4020  0.003
H15 -2.9800 -16.3634 26.4252  0.256
C16 3.8297 -14.5016 16.7955  -0.156
Cl46 4.7790 -15.9664 16.6164  -0.109
Cl47 4.4528 -13.5235 18.1438  -0.092
Cl48 2.0935 -14.8762 17.0299  -0.052
H16 3.9445 -13.9412 15.8691  0.376
C17 -2.4499 -9.1735 18.0511  -0.014
Cl49 -2.3705 -10.3124 19.4275  -0.036
Cl50 -1.9144 -7.5864 18.6479  -0.137
Cl51 -4.1291 -9.0492 17.4937  -0.121
H17 -1.8156 -9.5281 17.2833  0.252
C18 -2.2139 -16.2255 19.2753  -0.677
Cl52 -1.5081 -14.8354 18.3410  0.106
Cl53 -1.8985 -16.0306 20.9624  0.413
Cl54 -1.6224 -17.7590 18.6512  0.089
H18 -3.2687 -16.1086 19.1138  0.184

Computed properties:
E_HOMO = -10.84 eV
Largest force on an atom = 0.0419 hartree/bohr
E_tot = -25546.9724 a.u.
Relative energy (zero: lowest compared OMol25 entry of this formula, charge and spin) = 0.0 kcal/mol
2S+1 = 1
Total charge = 0

# 5
The following is a DFT calculation (wB97M-V/def2-TZVPD) of C18H18ClIrN3O9P2S2 as an isolated structure at a distorted geometry.

Last column: Mulliken charge in e.
Geometry (Å):
Ir1 -1.6041 -1.0268 -0.3012  1.791
O1 -2.9654 1.0356 2.8567  -0.557
P1 -1.4637 0.8336 2.3507  0.483
O2 -0.5586 1.7972 2.9560  -0.664
O3 -1.5587 0.7248 0.8039  -0.334
O4 -1.0922 -0.6897 2.7725  -0.174
P2 -1.6803 -2.0910 2.3450  0.905
O5 -3.1409 -1.6470 1.6290  -0.541
O6 -1.8480 -3.0376 3.4359  -0.758
O7 -0.9523 -2.4756 1.0491  -0.711
H1 -3.5430 0.3545 2.4875  0.385
H2 -3.8543 -2.1987 1.9748  0.255
O8 2.5839 -1.4923 -1.8412  -0.683
C1 2.4405 -0.5937 -2.8335  0.509
C2 3.5601 -0.3956 -3.6456  -0.672
C3 3.5178 0.4929 -4.6954  -0.334
C4 2.3573 1.2196 -4.9641  -0.772
C5 1.2528 1.0363 -4.1661  -0.670
C6 1.2673 0.1325 -3.0931  0.323
C7 0.0428 -0.0140 -2.2942  0.864
O9 0.0744 -0.9124 -1.3135  -0.937
N1 -1.0032 0.6962 -2.5516  -0.578
N2 -2.0649 0.3629 -1.7163  0.078
C8 -2.9984 1.2446 -1.6310  0.320
S1 -2.8688 2.7998 -2.3833  -0.006
C9 -4.5567 3.3022 -1.9391  -0.602
C10 -4.9110 2.6598 -0.6123  -0.580
S2 -4.4512 0.9109 -0.7350  -0.095
H3 1.7742 -1.5194 -1.3081  0.311
H4 4.4531 -0.9611 -3.4170  0.458
H5 4.3969 0.6290 -5.3121  0.379
H6 2.3233 1.9155 -5.7906  0.406
H7 0.3428 1.5903 -4.3486  0.458
H8 -5.2400 2.9807 -2.7242  0.318
H9 -4.5672 4.3893 -1.8750  0.400
H10 -5.9810 2.7057 -0.4154  0.419
H11 -4.3653 3.1067 0.2178  0.304
N3 -2.3781 -3.3041 -2.1899  -0.370
C11 -2.0451 -2.4726 -1.4590  0.505
H12 -2.4645 -4.1502 -2.7124  0.235
Cl1 5.2284 -0.5556 6.2710  -0.231
C12 4.2113 -0.5603 4.8630  0.432
C13 3.6673 0.6373 4.4079  -0.712
C14 2.8565 0.6328 3.2962  -0.363
C15 2.5699 -0.5696 2.6015  1.039
C16 1.7532 -0.5695 1.4684  -1.205
C17 3.1372 -1.7676 3.1034  -0.464
C18 3.9472 -1.7634 4.2161  -0.696
H13 3.8800 1.5568 4.9354  0.398
H14 2.4038 1.5540 2.9519  0.331
H15 1.5066 -1.5000 0.9779  0.254
H16 1.3098 0.3475 1.1042  0.386
H17 2.9220 -2.7011 2.5980  0.369
H18 4.3768 -2.6807 4.5946  0.395

Computed properties:
E_HOMO (alpha / beta) = -6.65 / -8.68 eV
Largest force on an atom = 0.0253 hartree/bohr
E_tot = -3581.9931 a.u.
Relative energy (zero: lowest compared OMol25 entry of this formula, charge and spin) = 17.7 kcal/mol
2S+1 = 2
Total charge = 0